1.
Here is the molecule C9H9FO3 in a non-equilibrium geometry from the OMol25 dataset. Energies are from ωB97M-V/def2-TZVPD.

Summary:
ΔE to the lowest compared entry with this formula, charge and spin in kJ/mol: 426.5
E_HOMO in eV: -9.5
LUMO in eV: 0.88
Structure (SMILES): F[C@]1(c2ccccc2)OCCOO1

Cartesian coordinates (Å):
F: 1.390 -1.074 1.203
C: 0.853 -0.185 0.294
C: -0.659 -0.104 0.512
C: -1.536 -0.087 -0.561
C: -2.900 0.086 -0.466
C: -3.434 0.001 0.781
C: -2.597 -0.240 1.940
C: -1.227 -0.146 1.797
O: 1.129 -0.702 -0.979
C: 2.509 -0.664 -1.289
C: 2.927 0.852 -1.181
O: 2.707 1.373 0.116
O: 1.370 1.187 0.489
H: -1.107 -0.215 -1.606
H: -3.508 0.137 -1.381
H: -4.437 0.130 1.080
H: -3.137 -0.119 2.818
H: -0.461 -0.220 2.614
H: 2.646 -1.095 -2.282
H: 2.881 -1.322 -0.482
H: 4.115 0.963 -1.343
H: 2.475 1.444 -2.075

Here are the Mulliken charges for atoms 1 to 8, given in e: number 1, F, carries -0.311; number 2, C, carries 1.145; number 3, C, carries -0.145; number 4, C, carries 0.110; number 5, C, carries -0.758; number 6, C, carries -0.139; number 7, C, carries -0.797; number 8, C, carries -0.313

=====

2.
Here is the molecule C22H31N3O2 from the OMol25 dataset. Energies are from ωB97M-V/def2-TZVPD.

Summary:
ΔE to the lowest compared entry with this formula, charge and spin in kJ/mol: 174.8
E_HOMO in eV: -7.8
LUMO in eV: 0.78
Structure (SMILES): Cc1cc(C(=O)N2CCN(C(=O)C3=CCC3)[C@H]3CCCC[C@@H]3C2)c(C)n1C

Cartesian coordinates (Å):
C: 2.196 -0.082 3.032
C: 1.278 -0.162 1.866
C: 0.926 0.794 0.956
C: 0.031 0.181 0.023
C: -0.627 0.798 -1.173
O: -0.396 0.411 -2.309
N: -1.552 1.786 -0.929
C: -2.273 2.359 -2.042
C: -3.747 1.876 -2.148
N: -4.090 0.819 -1.224
C: -3.878 -0.505 -1.508
O: -3.886 -1.375 -0.646
C: -3.633 -0.918 -2.919
C: -2.834 -0.533 -3.911
C: -3.233 -1.676 -4.815
C: -4.141 -2.153 -3.628
C: -4.367 1.258 0.160
C: -5.557 0.564 0.817
C: -5.809 1.132 2.208
C: -4.561 1.009 3.070
C: -3.398 1.742 2.420
C: -3.100 1.250 1.008
C: -2.009 2.130 0.411
C: -0.130 -1.124 0.395
C: -0.931 -2.203 -0.232
N: 0.623 -1.323 1.525
C: 0.719 -2.584 2.228
H: 2.654 0.905 3.055
H: 1.673 -0.229 3.982
H: 2.999 -0.821 2.977
H: 1.288 1.810 0.937
H: -2.258 3.452 -1.961
H: -1.723 2.089 -2.938
H: -4.419 2.709 -1.935
H: -3.957 1.555 -3.167
H: -2.089 0.243 -4.011
H: -3.782 -1.369 -5.708
H: -2.444 -2.367 -5.111
H: -3.815 -3.087 -3.170
H: -5.213 -2.214 -3.814
H: -4.671 2.311 0.058
H: -6.435 0.708 0.178
H: -5.388 -0.505 0.887
H: -6.108 2.187 2.151
H: -6.643 0.595 2.665
H: -4.743 1.410 4.070
H: -4.307 -0.050 3.191
H: -3.640 2.814 2.377
H: -2.489 1.656 3.024
H: -2.726 0.220 1.050
H: -1.158 2.129 1.091
H: -2.369 3.166 0.362
H: -1.279 -1.873 -1.209
H: -0.336 -3.108 -0.375
H: -1.816 -2.464 0.355
H: -0.252 -3.075 2.243
H: 1.442 -3.258 1.760
H: 1.028 -2.403 3.254

Here are the Mulliken charges for atoms 1 to 8, given in e: number 1, C, carries -1.696; number 2, C, carries 0.587; number 3, C, carries -1.026; number 4, C, carries 1.567; number 5, C, carries 0.316; number 6, O, carries -0.650; number 7, N, carries 0.365; number 8, C, carries -1.089

=====

3.
Here is a cluster of 14 separate species, C6H38F3IN3O14 in total in a non-equilibrium geometry from the OMol25 dataset. Energies are from ωB97M-V/def2-TZVPD.

Summary:
Charge: +1
E_HOMO in eV: -12.7
LUMO in eV: -4.60

Cartesian coordinates (Å):
C: -1.278 2.661 3.966
C: -1.203 1.500 2.872
C: -1.020 2.085 1.368
I: -2.884 2.974 0.603
N: -0.476 1.024 0.474
C: 0.885 1.226 -0.123
O: 1.776 1.607 0.960
C: 3.053 1.065 0.797
F: 3.796 1.485 1.921
F: 3.713 1.636 -0.317
F: 3.067 -0.330 0.765
C: -1.169 -0.114 0.197
N: -1.704 -0.310 -1.145
N: -1.466 -1.129 1.144
H: -0.234 2.906 4.339
H: -1.833 3.569 3.561
H: -1.908 2.249 4.831
H: -2.194 0.919 2.835
H: -0.376 0.721 3.063
H: -0.306 2.973 1.492
H: 0.848 2.128 -0.834
H: 1.212 0.311 -0.706
H: -1.061 0.146 -1.818
H: -1.669 -1.341 -1.263
H: -1.884 -1.964 0.720
H: -0.678 -1.342 1.770
O: -1.700 1.337 -3.692
H: -2.622 1.063 -3.778
H: -1.651 2.153 -4.206
O: -3.403 -3.531 -0.221
H: -4.267 -3.323 0.158
H: -3.611 -4.083 -0.988
O: 4.377 -0.349 -2.233
H: 4.947 -0.992 -1.794
H: 4.011 0.174 -1.510
O: -4.976 4.726 -1.771
H: -4.402 4.096 -1.319
H: -5.357 5.252 -1.056
O: 4.413 -3.108 1.612
H: 4.845 -3.183 2.474
H: 3.941 -2.268 1.659
O: 6.748 0.525 2.086
H: 5.938 1.012 1.890
H: 6.910 0.009 1.287
O: 4.939 -5.027 4.256
H: 4.469 -5.432 3.516
H: 4.454 -5.329 5.034
O: -1.459 4.253 -2.665
H: -1.677 3.362 -2.361
H: -2.263 4.762 -2.492
O: -1.440 4.815 -5.877
H: -1.409 4.464 -4.977
H: -0.522 5.039 -6.073
O: 1.407 -0.895 3.584
H: 1.440 -1.250 4.481
H: 2.325 -0.673 3.386
O: -4.309 3.920 -6.529
H: -3.689 4.660 -6.496
H: -4.134 3.508 -7.383
O: -2.069 -6.211 -0.710
H: -1.490 -6.842 -0.265
H: -2.446 -5.691 0.010
O: -0.566 -8.857 0.635
H: -0.276 -9.625 1.141
H: -0.432 -9.117 -0.284

Here are the Mulliken charges for atoms 1 to 8, given in e: number 1, C, carries -1.075; number 2, C, carries 0.095; number 3, C, carries -1.014; number 4, I, carries 0.222; number 5, N, carries 0.800; number 6, C, carries -0.560; number 7, O, carries -0.190; number 8, C, carries 0.747

=====

4.
Here is the molecule C17H22N2O4S2 from the OMol25 dataset. Energies are from ωB97M-V/def2-TZVPD.

Summary:
ΔE to the lowest compared entry with this formula, charge and spin in kJ/mol: 0.0
E_HOMO in eV: -9.3
LUMO in eV: 0.63
Structure (SMILES): Cc1ccc(S(=O)(=O)NC[C@H](C)NS(=O)(=O)c2ccc(C)cc2)cc1

Cartesian coordinates (Å):
C: 6.084 1.340 -1.469
C: 4.841 0.816 -0.819
C: 3.645 1.521 -0.933
C: 2.487 1.042 -0.350
C: 2.526 -0.147 0.351
S: 1.031 -0.809 1.054
O: 1.290 -1.375 2.348
O: -0.013 0.187 0.984
N: 0.754 -2.084 0.008
C: -0.250 -3.008 0.486
C: -1.674 -2.421 0.468
C: -2.637 -3.302 1.254
N: -2.124 -2.297 -0.912
S: -1.856 -0.940 -1.829
O: -0.451 -0.847 -2.140
O: -2.761 -1.075 -2.935
C: -2.320 0.482 -0.859
C: -3.463 0.456 -0.088
C: -3.802 1.572 0.657
C: -3.007 2.712 0.628
C: -3.351 3.907 1.461
C: -1.870 2.720 -0.175
C: -1.524 1.607 -0.917
C: 3.698 -0.864 0.479
C: 4.855 -0.378 -0.106
H: 6.957 0.776 -1.156
H: 5.996 1.267 -2.553
H: 6.233 2.389 -1.219
H: 3.628 2.450 -1.483
H: 1.549 1.570 -0.416
H: 0.502 -1.705 -0.907
H: -0.215 -3.909 -0.132
H: 0.030 -3.253 1.513
H: -1.626 -1.424 0.927
H: -2.669 -4.300 0.822
H: -2.310 -3.377 2.287
H: -3.641 -2.881 1.241
H: -3.052 -2.646 -1.090
H: -4.083 -0.428 -0.073
H: -4.690 1.556 1.271
H: -2.748 3.903 2.370
H: -3.139 4.828 0.924
H: -4.399 3.896 1.748
H: -1.250 3.604 -0.208
H: -0.645 1.585 -1.541
H: 3.687 -1.784 1.040
H: 5.778 -0.931 -0.010

Here are the Mulliken charges for atoms 1 to 8, given in e: number 1, C, carries -1.394; number 2, C, carries 1.006; number 3, C, carries -0.796; number 4, C, carries -0.087; number 5, C, carries -0.154; number 6, S, carries 1.616; number 7, O, carries -0.765; number 8, O, carries -0.577

=====

5.
Here is the molecule C10H18O3Si in a non-equilibrium geometry from the OMol25 dataset. Energies are from ωB97M-V/def2-TZVPD.

Summary:
ΔE to the lowest compared entry with this formula, charge and spin in kJ/mol: 398.6
E_HOMO in eV: -7.5
LUMO in eV: 0.43

Cartesian coordinates (Å):
C: 2.333 0.788 0.367
C: -3.057 0.393 0.312
C: -1.901 0.920 1.163
C: -2.605 0.221 -1.190
C: 2.786 -1.777 -0.282
C: 1.599 -2.840 -0.382
C: -0.847 -0.037 1.593
C: -1.729 -0.977 -1.368
C: 2.203 -0.376 -0.510
C: 1.573 3.133 0.220
O: 2.914 0.884 1.442
O: 0.528 -2.472 0.382
O: 1.643 1.855 -0.284
Si: -0.404 -1.151 0.087
H: -3.493 -0.567 0.716
H: -3.821 1.149 0.355
H: -1.536 1.743 0.640
H: -2.251 1.355 2.078
H: -3.538 -0.110 -1.895
H: -2.152 1.185 -1.559
H: 3.257 -1.777 0.699
H: 3.443 -2.127 -1.089
H: 1.355 -3.103 -1.366
H: 1.997 -3.695 0.072
H: 0.036 0.450 2.009
H: -1.083 -0.806 2.279
H: -2.347 -1.868 -1.537
H: -1.359 -0.814 -2.293
H: 1.992 0.033 -1.568
H: 1.870 3.889 -0.642
H: 2.069 3.294 1.161
H: 0.528 3.204 0.389

Here are the Mulliken charges for atoms 1 to 8, given in e: number 1, C, carries 0.517; number 2, C, carries -0.799; number 3, C, carries -0.488; number 4, C, carries -0.515; number 5, C, carries -0.566; number 6, C, carries -0.621; number 7, C, carries -0.697; number 8, C, carries -0.993

=====

6.
Here is the molecule C17H16BrF3N2O3S from the OMol25 dataset. Energies are from ωB97M-V/def2-TZVPD.

Summary:
ΔE to the lowest compared entry with this formula, charge and spin in kJ/mol: 0.0
E_HOMO in eV: -9.2
LUMO in eV: 0.09
Structure (SMILES): CC[C@@H](C)NS(=O)(=O)c1ccc(F)c(C(=O)Nc2c(F)cc(F)cc2Br)c1

Cartesian coordinates (Å):
C: 5.008 -2.808 2.204
C: 3.543 -3.140 1.945
C: 3.359 -4.305 0.970
C: 3.790 -5.644 1.563
N: 1.963 -4.330 0.547
S: 0.731 -4.358 1.661
O: 1.139 -4.835 2.952
O: -0.377 -4.996 1.016
C: 0.341 -2.611 1.820
C: 0.188 -2.054 3.076
C: -0.140 -0.715 3.188
C: -0.318 0.035 2.039
F: -0.627 1.341 2.194
C: -0.173 -0.507 0.763
C: -0.301 0.221 -0.540
O: 0.266 -0.164 -1.535
N: -1.114 1.325 -0.526
C: -1.386 2.070 -1.676
C: -1.791 1.452 -2.864
F: -2.003 0.133 -2.877
C: -2.036 2.168 -4.021
C: -1.900 3.544 -3.982
F: -2.138 4.256 -5.092
C: -1.543 4.210 -2.823
C: -1.283 3.462 -1.689
Br: -0.784 4.359 -0.092
C: 0.168 -1.858 0.680
H: 5.514 -3.628 2.705
H: 5.524 -2.601 1.269
H: 5.081 -1.928 2.838
H: 3.047 -3.389 2.884
H: 3.048 -2.265 1.519
H: 3.945 -4.100 0.064
H: 3.215 -5.846 2.463
H: 4.848 -5.632 1.806
H: 3.611 -6.445 0.848
H: 1.770 -5.001 -0.181
H: 0.335 -2.676 3.945
H: -0.260 -0.238 4.149
H: -1.349 1.766 0.353
H: -2.341 1.661 -4.921
H: -1.460 5.285 -2.815
H: 0.298 -2.306 -0.292

Here are the Mulliken charges for atoms 1 to 8, given in e: number 1, C, carries -1.504; number 2, C, carries -0.097; number 3, C, carries 0.045; number 4, C, carries -1.483; number 5, N, carries -0.276; number 6, S, carries 1.331; number 7, O, carries -0.647; number 8, O, carries -0.772

=====

7.
Here is a structure of composition CHCdO3 in a non-equilibrium geometry from the OMol25 dataset. Energies are from ωB97M-V/def2-TZVPD.

Summary:
Charge: +1
ΔE to the lowest compared entry with this formula, charge and spin in kJ/mol: 0.0
E_HOMO in eV: -15.9
LUMO in eV: -8.00

Cartesian coordinates (Å):
O: 0.339 -0.498 -1.327
C: 0.405 -0.174 -0.063
O: -0.601 -0.666 0.584
O: 0.709 1.012 0.278
H: -0.690 -0.332 -1.507
Cd: -0.162 0.658 2.036

Quick look at the Mulliken charges, all values in e: number 1, O, carries -0.417; number 2, C, carries 1.195; number 3, O, carries -0.684; number 4, O, carries -0.620; number 5, H, carries 0.410; number 6, Cd, carries 1.115